Formula: C16H33O4PPb
Source: OMol25
Level of theory: ωB97M-V/def2-TZVPD

The gap between HOMO and LUMO is 7.1 eV. The calculation puts the lowest unoccupied orbital energy at -16.75 eV. Its max |F| is 14.9 eV/Å. The value obtained for the HOMO energy is -23.821 eV. The electronic energy comes out at -1462.441956 hartree. Its net charge is +4.

Structure (XYZ):
```
55
C16H33O4PPb | OMol25 | ωB97M-V/def2-TZVPD
Pb 0.02834 -0.07732 1.08501
C -1.95256 -0.53052 1.08311
O -3.07266 -0.85912 1.04681
C -0.22766 1.89428 0.95261
O -0.37926 3.05258 0.87891
C 2.06644 -0.01972 1.11311
O 3.22484 0.10658 1.15881
C -1.67886 0.32548 -2.12399
P -0.00346 -0.14472 -1.41619
H 0.57054 -1.63592 -3.24459
H -2.33716 -0.43252 -1.68139
C 1.16884 1.00668 -2.34629
H 0.65474 1.13228 -3.30879
C -1.82556 0.26298 -3.65089
H -1.18636 -0.49662 -4.11049
H -1.59726 1.23018 -4.10919
H -2.86466 0.02068 -3.90419
C -2.14186 1.69518 -1.60859
H -1.48386 2.49728 -1.96049
C 1.46754 -2.52982 -1.50529
H -2.16616 1.72958 -0.51819
H -3.15026 1.90548 -1.98309
C -0.96336 -2.68812 -2.16889
H 1.10294 -3.18102 -0.70439
H 2.01114 -3.14892 -2.22879
H 2.17544 -1.82622 -1.05829
C 0.29894 -1.81762 -2.19869
H -0.68346 -3.74812 -2.18419
H -1.61666 -2.49892 -3.02499
H -1.54476 -2.50872 -1.25729
C 2.57134 0.43768 -2.61869
H 3.11944 0.28278 -1.68359
H 3.14174 1.15998 -3.21489
H 2.55594 -0.50742 -3.16409
C 1.29824 2.39608 -1.70969
H 0.33324 2.78328 -1.38059
H 1.71864 3.09328 -2.44459
H 1.96744 2.37818 -0.84429
H 0.27334 -1.94312 0.78641
H 0.26034 -1.88892 1.63041
C 1.53094 -1.46782 4.21481
C 0.19524 -0.77172 3.98441
O 0.37744 0.37718 3.15001
C -0.21676 1.53578 3.75281
C -1.75216 1.54828 3.74511
H 1.96874 -1.81602 3.25821
H 1.38504 -2.34642 4.87831
H 2.23864 -0.76482 4.70161
H -0.56456 -1.46262 3.56621
H -0.19846 -0.52752 4.99921
H 0.13114 1.63138 4.80711
H 0.19874 2.46038 3.30731
H -2.15986 0.66348 4.27421
H -2.10926 2.46168 4.26561
H -2.15866 1.57158 2.71721
```